DFT (ωB97M-V/def2-TZVPD) results for C26H25N10S2V as an isolated structure.

Properties
HOMO-LUMO gap (alpha / beta), eV: 7.7 / 7.7
E_LUMO (alpha / beta), eV: -5.5 / -5.6
HOMO energy (alpha / beta), eV: -13.17 / -13.24
Charge: +2
Spin multiplicity: 3
E, a.u.: -3293.33281
Energy relative to the best compared isomer or geometry (same formula, charge and spin), kJ/mol: 8.1

```
64
C26H25N10S2V | the Open Molecules 2025 dataset | ωB97M-V/def2-TZVPD
V -0.75978 0.19790 0.17682
C 1.64056 1.55632 -1.08092
N 1.30156 0.91214 0.22442
C 1.30341 1.92881 1.31078
C 0.16594 2.88605 1.07525
C 0.21198 4.23112 1.38803
C -0.89796 5.01497 1.11821
C -2.01314 4.43645 0.52887
C -1.98016 3.08935 0.23879
N -0.91496 2.32553 0.51458
C 2.22474 -0.19933 0.56172
C 1.55341 -1.27531 1.37093
C 2.29817 -2.22468 2.04789
C 1.64019 -3.26173 2.68263
C 0.25325 -3.31143 2.63025
C -0.41946 -2.31722 1.95996
N 0.21602 -1.30928 1.33358
C 0.62608 1.31392 -2.17308
C 0.98553 1.47801 -3.49525
C 0.01093 1.39033 -4.47472
C -1.29704 1.13990 -4.09360
C -1.57366 0.94193 -2.75764
N -0.63223 1.01818 -1.80003
H 2.63443 1.24604 -1.40401
H 1.69808 2.63439 -0.91727
H 2.26087 2.45478 1.34579
H 1.17094 1.40402 2.25986
H 1.10536 4.65525 1.82702
H -0.88910 6.07122 1.35311
H -2.89237 5.01768 0.29034
H -2.82135 2.59380 -0.23176
H 3.10740 0.18034 1.08317
H 2.57223 -0.64313 -0.36845
H 3.37779 -2.15136 2.06388
H 2.19929 -4.02304 3.21059
H -0.30405 -4.10566 3.10611
H -1.49975 -2.30253 1.89578
H 2.01660 1.68449 -3.75161
H 0.26946 1.51589 -5.51773
H -2.09494 1.07365 -4.81940
H -2.56932 0.68163 -2.42527
S -2.87009 -0.97183 -0.26417
C -1.74492 -1.97747 -1.12066
N -0.50960 -1.56092 -1.23046
C 0.28102 -2.46711 -1.94546
C 1.61178 -2.30249 -2.32550
C 2.22944 -3.30640 -3.04662
C 1.53315 -4.46692 -3.40099
C 0.20489 -4.62738 -3.05878
C -0.41371 -3.61377 -2.33203
S -2.07261 -3.51386 -1.81735
H 2.14548 -1.38756 -2.10534
H 3.26022 -3.19008 -3.35375
H 2.03520 -5.24049 -3.96548
H -0.34034 -5.51337 -3.35537
N -1.52231 0.61014 5.55404
N -1.84826 0.63725 4.21183
N -3.09701 0.70852 3.81255
C -2.94962 0.59667 2.49969
N -1.66815 0.43331 2.15382
N -0.96955 0.44821 3.29231
H -2.21869 1.16354 6.04171
H -0.58277 0.97578 5.65524
H -3.77851 0.61689 1.81311
```

DFT (ωB97M-V/def2-TZVPD) results for an isolated molecule of BrH3NO2P in a non-equilibrium geometry.

Properties
HOMO-LUMO gap (alpha / beta), eV: 6.6 / 7.2
E_LUMO (alpha / beta), eV: 0.7 / -2.1
HOMO energy (alpha / beta), eV: -5.89 / -9.23
Spin multiplicity: 3
E, a.u.: -3122.24977
Energy relative to the best compared isomer or geometry (same formula, charge and spin), kJ/mol: 11.8

```
8
BrH3NO2P | the Open Molecules 2025 dataset | ωB97M-V/def2-TZVPD
N 0.90020 -0.94129 -0.37411
O 0.98850 1.30677 0.16050
O -1.42412 0.32713 0.45037
P 0.13121 0.45280 -0.85550
Br -2.81656 -0.66186 0.03727
H 0.87886 -0.70837 0.73141
H 0.66693 -1.87686 -0.57787
H 0.67499 2.10167 0.42793
```

DFT (ωB97M-V/def2-TZVPD) results for an isolated molecule of C6H12N2O in a non-equilibrium geometry.

Properties
HOMO-LUMO gap, eV: 8.9
E_LUMO, eV: 0.4
HOMO energy, eV: -8.50
E, a.u.: -420.47261
Energy relative to the best compared isomer or geometry (same formula, charge and spin), kJ/mol: 292.2

```
21
C6H12N2O | the Open Molecules 2025 dataset | ωB97M-V/def2-TZVPD
C -0.52535 -0.76936 -0.48602
C -1.10721 0.54305 1.37354
C -0.34123 -2.13061 0.24495
C 3.00356 0.48007 -0.25146
C -1.79126 1.23713 -0.83527
C 1.49085 0.29680 0.05288
N -1.37192 0.22049 0.13772
N 0.80288 -0.27230 -0.93007
O 1.04706 0.68712 1.24191
H -1.01069 -0.95610 -1.52128
H -1.22304 1.50125 1.85356
H -0.00932 -1.81677 1.24463
H -1.17534 -2.87131 0.38355
H 0.44787 -2.55007 -0.29740
H 3.16800 0.15480 -1.30794
H 3.19438 1.60634 -0.12833
H 3.71216 -0.03374 0.36654
H -2.08206 2.25270 -0.43290
H -2.45800 0.77739 -1.45781
H -0.88229 1.50742 -1.45809
H -1.04256 -0.32088 2.00064
```

DFT (ωB97M-V/def2-TZVPD) results for an isolated molecule of C5H9NO3 in a non-equilibrium geometry.

Properties
HOMO-LUMO gap, eV: 9.3
E_LUMO, eV: 0.4
HOMO energy, eV: -8.94
E, a.u.: -476.33008
Energy relative to the best compared isomer or geometry (same formula, charge and spin), kJ/mol: 299.5

```
18
C5H9NO3 | the Open Molecules 2025 dataset | ωB97M-V/def2-TZVPD
C -1.52617 -0.70387 -0.42400
C 0.83745 -0.08369 0.60193
C 1.02719 -0.08412 -0.92686
C -0.48617 0.24734 -0.16150
C 0.90771 -1.37314 1.31651
N -0.98786 1.64906 -0.21324
O -1.34113 -1.80406 -0.93702
O -2.68222 -0.29257 -0.10636
O 1.58524 0.93490 -1.66134
H 1.22094 0.77604 1.12300
H 1.07339 -0.98333 -1.34229
H 0.28915 -1.38688 2.20338
H 1.88174 -1.61090 1.52884
H 0.37800 -2.08210 0.60529
H -0.84658 2.17468 -1.06464
H -0.59952 2.33239 0.42257
H -2.79139 0.56882 0.24979
H 2.06024 1.72144 -1.21407
```

DFT (ωB97M-V/def2-TZVPD) results for C9H7BF4N3O6Pb as an isolated structure in a non-equilibrium geometry.

Properties
HOMO-LUMO gap, eV: 6.3
E_LUMO, eV: -7.3
HOMO energy, eV: -13.66
Charge: +1
E, a.u.: -1580.00443
Energy relative to the best compared isomer or geometry (same formula, charge and spin), kJ/mol: 77.0

```
31
C9H7BF4N3O6Pb | the Open Molecules 2025 dataset | ωB97M-V/def2-TZVPD
Pb -0.76105 0.25551 1.80303
O -6.26126 -0.45101 -2.11570
C -5.26187 -0.42341 -1.49911
C -5.04096 -1.03521 -0.07185
O -5.93623 -1.40662 0.60886
C -3.59736 -0.77082 0.28649
C -3.01957 0.19550 -0.69545
O -2.07362 0.91411 -0.41592
C -3.90277 0.24495 -1.90840
O -3.64359 0.47957 -3.04418
O -2.95020 -1.29724 1.16486
F 1.48536 3.46658 2.55058
B 0.22952 3.34864 2.08242
F 0.30012 2.40406 0.93055
F -0.57169 2.58692 2.96841
F -0.35500 4.47620 1.67328
C 4.30861 -1.06879 -1.06539
N 3.02756 -1.05456 -0.41000
C 2.37903 -2.26481 0.04447
C 1.12916 -1.71307 0.69362
O 0.23275 -2.27066 1.29760
N 1.13257 -0.36577 0.51606
C 2.25883 0.00418 -0.14036
N 2.52793 1.24812 -0.46713
H 4.91315 -1.86627 -0.63633
H 4.82868 -0.12678 -0.90501
H 4.20272 -1.24747 -2.13835
H 2.98895 -2.81902 0.76350
H 2.14155 -2.93693 -0.78659
H 1.88961 1.98155 -0.18546
H 3.39905 1.51256 -0.89850
```

DFT (ωB97M-V/def2-TZVPD) results for a 5-piece molecular cluster, H10O5 overall.

Properties
HOMO-LUMO gap, eV: 11.0
E_LUMO, eV: 0.3
HOMO energy, eV: -10.73
E, a.u.: -382.19092
Energy relative to the best compared isomer or geometry (same formula, charge and spin), kJ/mol: 87.3

```
15
H10O5 | the Open Molecules 2025 dataset | ωB97M-V/def2-TZVPD
O -0.49835 2.32229 1.81647
H -1.41141 2.05468 1.95554
H -0.13193 1.62218 1.24830
O 2.40956 -2.49616 1.41296
H 1.77042 -3.20345 1.27541
H 3.17957 -2.92009 1.80507
O 0.01967 -0.18873 0.45276
H -0.53038 -0.40139 -0.31665
H 0.78542 -0.77318 0.38852
O -1.51449 -1.00061 -1.97256
H -1.48254 -1.67100 -2.66271
H -2.43855 -0.95599 -1.70110
O -0.35853 2.73673 -1.37536
H -0.00803 2.75180 -0.47480
H 0.20956 2.12292 -1.85184
```